<w>
Computed, not measured: 2 unconnected molecules or ions with the total composition C20H27N3O2, with ωB97M-V with the def2-TZVPD basis set.

Last column: Löwdin charge in e.
Geometry (Å):
C  1.320  -0.808  1.219  -0.119
C  0.487  -1.917  1.867  -0.162
O  -0.890  -1.591  1.705  0.028
C  -0.994  -0.276  1.307  -0.418
O  -2.013  0.358  1.127  0.115
C  0.354  0.317  1.119  -0.228
C  0.601  1.610  1.004  0.111
H  2.201  -0.535  1.809  0.125
H  1.661  -1.096  0.218  0.126
H  0.660  -2.911  1.436  0.126
H  0.674  -1.986  2.947  0.127
H  -0.209  2.309  1.010  0.073
H  1.602  1.983  0.927  0.068
C  4.520  5.109  4.223  -0.052
C  3.980  4.957  2.811  -0.368
C  5.014  5.349  1.769  -0.069
N  2.773  5.798  2.647  -0.044
N  2.856  7.058  2.247  0.133
N  1.627  7.487  2.252  -0.049
C  1.259  8.856  1.847  -0.356
C  1.643  9.070  0.395  -0.050
C  1.923  9.857  2.774  -0.050
C  0.669  6.528  2.675  -0.094
C  -0.782  6.724  2.783  -0.182
C  -1.364  7.226  3.963  -0.026
C  -2.716  7.461  4.038  -0.086
C  -3.529  7.204  2.948  -0.085
C  -2.984  6.707  1.777  -0.084
C  -1.634  6.468  1.690  -0.025
C  1.453  5.386  2.955  -0.271
C  1.024  4.183  3.422  -0.021
H  5.423  4.516  4.372  0.080
H  4.771  6.151  4.419  0.081
H  3.786  4.806  4.970  0.077
H  3.668  3.916  2.639  0.135
H  5.914  4.738  1.842  0.080
H  4.614  5.257  0.759  0.079
H  5.306  6.390  1.907  0.071
H  0.166  8.929  1.952  0.143
H  1.375  10.071  0.056  0.082
H  2.718  8.950  0.265  0.078
H  1.155  8.343  -0.256  0.081
H  1.664  10.881  2.503  0.082
H  1.634  9.692  3.812  0.081
H  3.007  9.764  2.720  0.077
H  -0.730  7.436  4.806  0.114
H  -3.146  7.859  4.943  0.103
H  -4.585  7.405  3.006  0.101
H  -3.621  6.521  0.927  0.104
H  -1.208  6.093  0.776  0.114
H  -0.014  4.025  3.623  0.031
H  1.705  3.383  3.617  0.013

Summary:
charge	0
Kohn-Sham gap	6.6	eV
E_LUMO	0.70	eV


<x>
Computed, not measured: a molecular structure, C20H27N3O2, with ωB97M-V with the def2-TZVPD basis set.

Last column: Löwdin charge in e.
Geometry (Å):
C  3.003  2.251  2.123  -0.003
H  3.445  1.264  2.369  0.057
H  2.281  2.655  2.640  -0.012
H  3.818  2.934  2.126  0.038
C  2.528  2.036  0.428  -0.129
N  1.365  1.180  0.421  0.049
C  1.536  -0.207  0.533  -0.352
N  0.629  -0.917  0.159  0.169
C  -0.665  -0.456  0.015  -0.150
C  -0.880  0.805  -0.030  -0.018
C  0.061  2.010  0.261  -0.316
O  -0.120  3.115  0.279  0.182
C  -2.326  1.129  -0.377  -0.267
C  -2.944  1.725  1.140  0.048
H  -4.011  1.935  0.871  0.073
H  -3.006  0.726  1.870  0.140
H  -2.366  2.275  1.629  -0.040
C  -3.176  0.130  -0.867  -0.218
C  -2.833  -1.049  -0.381  -0.154
C  -3.989  -2.041  -0.108  0.012
C  -3.769  -3.349  0.215  -0.128
C  -2.571  -3.587  0.904  -0.055
C  -1.433  -2.646  0.722  -0.001
C  -1.726  -1.446  0.310  -0.159
H  -0.437  -2.827  0.774  0.070
H  -2.184  -4.641  1.150  0.113
H  -4.518  -4.246  0.373  0.139
H  -4.913  -1.667  -0.606  0.110
H  -2.891  0.079  -1.881  0.163
H  -4.167  0.393  -0.875  0.118
C  -2.343  2.661  -1.234  -0.120
C  -3.761  2.993  -1.771  -0.072
H  -3.590  3.984  -2.186  0.075
H  -4.405  3.090  -0.821  0.087
H  -4.244  2.224  -2.289  0.040
H  -1.706  2.524  -2.028  0.077
H  -1.839  3.375  -0.829  0.014
N  2.886  -0.528  0.811  0.055
H  3.626  0.132  0.350  0.141
C  3.087  -1.793  0.317  -0.259
C  3.842  -2.136  -1.038  -0.238
C  5.009  -1.365  -1.113  -0.421
H  5.736  -1.917  -0.581  0.089
H  5.485  -1.803  -2.328  0.177
O  4.967  0.028  -1.239  -0.117
H  6.084  0.293  -1.379  0.242
H  3.157  -1.686  -1.852  0.133
H  3.965  -3.263  -1.418  0.173
H  3.965  -2.191  0.844  0.108
H  2.151  -2.430  0.367  0.128
H  2.123  3.239  0.255  0.172
H  3.359  2.017  -0.140  0.038

Summary:
charge	0
Kohn-Sham gap	8.0	eV
E_LUMO	0.13	eV


<y>
Computed, not measured: C20H27N3O2 in the gas phase, with ωB97M-V with the def2-TZVPD basis set.

Last column: Löwdin charge in e.
Geometry (Å):
O  -2.870  -0.762  -1.907  0.070
C  -2.274  -0.824  -0.848  -0.465
N  -1.311  0.047  -0.506  0.134
H  -0.818  -0.026  0.367  0.108
C  -0.993  1.182  -1.351  -0.291
C  -2.040  2.301  -1.210  -0.144
C  -2.549  2.569  0.208  -0.189
C  -1.484  2.702  1.304  -0.198
H  -1.883  3.361  2.078  0.105
C  -0.132  3.242  0.839  -0.194
H  -0.273  4.033  0.101  0.113
C  0.785  2.153  0.282  -0.199
C  0.439  1.669  -1.125  -0.131
H  0.619  2.481  -1.833  0.122
H  1.129  0.861  -1.384  0.104
H  0.797  1.312  0.979  0.086
H  1.808  2.537  0.245  0.111
H  0.371  3.688  1.700  0.108
H  -1.315  1.733  1.781  0.092
H  -3.242  1.773  0.491  0.103
H  -3.130  3.493  0.163  0.108
H  -1.616  3.211  -1.635  0.110
H  -2.905  2.028  -1.816  0.111
H  -1.059  0.818  -2.386  0.148
C  -2.611  -1.946  0.144  -0.210
C  -2.115  -3.271  -0.452  -0.118
H  -2.580  -3.430  -1.424  0.122
C  -0.595  -3.233  -0.622  -0.121
N  0.005  -2.501  0.473  -0.051
C  1.142  -1.817  0.316  -0.371
N  1.687  -1.037  1.205  0.182
C  2.833  -0.573  0.596  -0.241
C  3.819  0.295  1.037  -0.023
C  4.851  0.581  0.161  -0.097
C  4.908  0.028  -1.113  -0.096
C  3.930  -0.842  -1.571  -0.007
C  2.906  -1.126  -0.696  -0.206
O  1.808  -1.931  -0.865  0.135
H  3.965  -1.275  -2.557  0.115
H  5.732  0.280  -1.764  0.099
H  5.636  1.254  0.474  0.099
H  3.774  0.725  2.024  0.112
C  -0.705  -2.468  1.728  -0.125
H  -0.833  -3.500  2.074  0.129
C  -2.081  -1.795  1.575  -0.114
H  -2.038  -0.743  1.858  0.102
H  -2.777  -2.277  2.263  0.118
H  -0.077  -1.938  2.445  0.117
H  -0.189  -4.253  -0.665  0.131
H  -0.333  -2.726  -1.554  0.130
H  -2.408  -4.091  0.206  0.119
H  -3.706  -1.974  0.166  0.149

Summary:
charge	0
Kohn-Sham gap	8.7	eV
SMILES string	O=C(NC1CCCCCC1)C1CCN(c2nc3ccccc3o2)CC1
E_LUMO	0.77	eV


It is <y> that is the most stable of them.


<w>
Computed, not measured: 2 unconnected molecules or ions with the total composition C5H13NO2, with ωB97M-V with the def2-TZVPD basis set.

Last column: Löwdin charge in e.
Geometry (Å):
C  0.300  -1.304  -0.037  -0.330
C  1.721  -1.858  -0.011  -0.131
C  -0.525  -1.830  1.129  -0.116
H  -0.187  -1.591  -0.975  0.099
H  0.360  -0.151  -0.227  0.097
H  2.324  -1.454  -0.824  0.063
H  -1.521  -1.392  1.135  0.054
H  2.216  -1.614  0.928  0.068
H  1.705  -2.944  -0.110  0.068
H  -0.047  -1.600  2.082  0.072
H  -0.635  -2.912  1.061  0.073
C  0.134  2.345  -1.453  -0.073
N  -0.900  1.478  -0.926  -0.006
C  -1.260  1.369  0.407  -0.637
O  -0.308  1.867  1.236  0.095
O  -2.340  0.976  0.777  0.077
H  -0.617  1.737  2.143  0.131
H  -1.651  1.233  -1.556  0.146
H  -0.298  3.203  -1.969  0.083
H  0.740  1.778  -2.165  0.081
H  0.787  2.664  -0.646  0.083

Summary:
charge	0
Kohn-Sham gap	10.4	eV
SMILES string	CNC(=O)O.CCC
E_LUMO	0.73	eV


<x>
Computed, not measured: 3 unconnected molecules or ions with the total composition C5H13NO2, with ωB97M-V with the def2-TZVPD basis set.

Last column: Löwdin charge in e.
Geometry (Å):
C  -0.358  0.469  -0.733  -0.275
C  0.411  0.672  0.389  -0.222
C  -2.102  0.510  0.917  -0.140
C  2.164  0.302  -1.108  -0.148
C  0.751  -0.296  1.476  -0.098
N  -0.665  -0.739  -1.313  0.082
O  -2.322  -0.891  1.038  -0.136
O  1.944  -0.094  -2.424  -0.110
H  -1.901  -1.202  1.845  0.070
H  1.293  -0.811  -2.411  0.059
H  -0.547  1.337  -1.353  0.135
H  0.647  1.708  0.588  0.117
H  -1.303  -0.672  -2.093  0.106
H  -0.975  -1.437  -0.642  0.087
H  -2.847  0.914  0.235  0.054
H  -2.107  1.032  1.875  0.062
H  2.665  -0.454  -0.498  0.061
H  2.675  1.261  -1.102  0.066
H  1.804  -0.198  1.748  0.077
H  0.187  -0.080  2.386  0.074
H  0.585  -1.331  1.178  0.080

Summary:
charge	0
Kohn-Sham gap (spin up / spin down)	6.7 / 7.1	eV
E_LUMO (spin up / spin down)	0.75 / 0.75	eV


<y>
Computed, not measured: C5H13NO2 in the gas phase, with ωB97M-V with the def2-TZVPD basis set.

Last column: Löwdin charge in e.
Geometry (Å):
C  0.486  -0.216  -1.777  -0.062
C  -0.103  0.231  -0.239  -0.234
C  -1.695  -0.025  -0.084  -0.357
C  -2.187  0.882  1.098  -0.042
O  -2.206  0.169  -1.415  -0.100
N  0.765  -0.696  0.696  -0.050
C  2.170  -0.317  1.097  -0.297
O  3.139  -0.784  0.194  -0.061
H  1.507  0.161  -1.836  0.037
H  -0.128  0.333  -2.624  0.079
H  0.349  -1.361  -1.948  0.094
H  0.026  1.383  -0.012  0.150
H  -2.057  -1.089  0.151  0.157
H  -2.045  0.372  1.987  0.050
H  -3.221  0.916  1.191  0.058
H  -1.579  1.725  1.212  0.051
H  -2.396  1.114  -1.621  0.110
H  0.864  -1.722  0.291  0.142
H  2.302  0.771  0.858  0.123
H  2.393  -0.400  2.089  0.078
H  3.615  -1.447  0.693  0.076

Summary:
charge	0
Kohn-Sham gap	9.4	eV
SMILES string	C[C@H](NCO)[C@@H](C)O
E_LUMO	0.92	eV


<z>
Computed, not measured: 3 unconnected molecules or ions with the total composition C5H13NO2, with ωB97M-V with the def2-TZVPD basis set.

Last column: Löwdin charge in e.
Geometry (Å):
C  -0.244  -0.192  -2.864  -0.026
C  0.738  -0.892  -2.287  -0.245
N  1.445  -0.445  -1.177  -0.042
C  2.083  -1.469  -0.364  -0.236
C  0.770  -3.325  0.816  0.002
C  1.123  -2.063  0.641  -0.179
H  -0.476  0.820  -2.520  0.044
H  -0.740  -0.334  -3.812  0.035
H  0.840  -1.928  -2.588  0.109
H  0.944  0.185  -0.594  0.108
H  2.960  -1.104  0.172  0.110
H  2.500  -2.285  -0.963  0.114
H  0.090  -3.543  1.634  0.052
H  1.217  -4.217  0.394  0.057
H  0.797  -1.311  1.359  0.098
H  -1.932  6.860  1.814  0.009
H  -2.250  7.184  0.297  0.035
O  -2.592  6.910  1.151  -0.044
H  -1.876  0.956  2.910  0.020
H  -3.148  0.073  2.808  0.042
O  -2.250  0.121  3.173  -0.062

Summary:
charge	0
Kohn-Sham gap	8.7	eV
SMILES string	C=CCNC=C.O.O
E_LUMO	0.61	eV


It is <w> that is the most stable of them.


<w>
Computed, not measured: 2 unconnected molecules or ions with the total composition C5H13NO2, with ωB97M-V with the def2-TZVPD basis set.

Last column: Löwdin charge in e.
Geometry (Å):
C  -2.058  0.235  1.016  -0.289
N  -1.216  0.016  -0.129  -0.089
C  -0.522  1.100  -0.767  -0.228
C  0.112  0.643  -2.102  -0.146
C  1.348  -0.221  -1.970  -0.238
O  1.618  -0.876  -0.995  0.036
C  -1.332  0.287  2.380  -0.103
H  -2.681  1.127  0.954  0.105
H  -2.778  -0.586  1.131  0.104
H  -0.727  -0.872  -0.037  0.108
H  0.317  1.454  -0.148  0.119
H  -1.225  1.891  -1.018  0.118
H  -0.496  0.221  -2.907  0.121
H  0.416  1.614  -2.528  0.114
H  2.073  -0.151  -2.811  0.124
H  -0.475  0.960  2.329  0.061
H  -1.983  0.704  3.153  0.063
H  -0.959  -0.674  2.733  0.062
H  2.597  -0.641  1.381  0.007
H  1.394  -1.517  1.101  0.021
O  1.904  -1.101  1.828  -0.068

Summary:
charge	0
Kohn-Sham gap	9.2	eV
SMILES string	CCNCCC=O.O
E_LUMO	0.84	eV


<x>
Computed, not measured: 2 unconnected molecules or ions with the total composition C5H13NO2, with ωB97M-V with the def2-TZVPD basis set.

Last column: Löwdin charge in e.
Geometry (Å):
C  -0.426  0.745  1.425  -0.250
C  0.509  1.253  0.235  -0.165
C  -0.393  1.510  -0.965  -0.252
C  -0.405  1.156  -2.250  -0.049
N  0.263  0.088  2.543  -0.070
C  0.962  -1.281  2.201  -0.260
O  0.798  -2.053  3.348  -0.083
H  -0.992  -0.122  1.101  0.089
H  -1.250  1.336  1.793  0.108
H  0.776  2.297  0.662  0.127
H  1.432  0.667  -0.110  0.130
H  -1.312  2.223  -0.924  0.119
H  -0.937  1.765  -3.012  0.059
H  0.045  0.119  -2.535  0.071
H  0.978  0.598  3.013  0.078
H  0.329  -1.599  1.333  0.119
H  2.031  -1.199  2.071  0.109
H  -0.141  -1.938  3.656  0.111
H  -0.438  -1.310  -5.023  0.032
H  -1.038  -2.609  -4.376  0.075
O  -0.791  -1.646  -4.188  -0.100

Summary:
charge	0
Kohn-Sham gap	9.4	eV
SMILES string	C=CCCNCO.O
E_LUMO	0.74	eV


It is <w> that is the most stable of them.